Molecular formula: C5H10NOS
Method: DFT, wB97M-V/def2-TZVPD

Relative energy (zero: lowest compared OMol25 entry of this formula, charge and spin) (eV): 1.436
F_max (eV/Å): 5.53
HOMO-LUMO gap (Ha): 0.2216
SMILES string: CCC(=O)NCC[S-]
Total energy (eV): -19720.109
Net charge: -1
HOMO energy (eV): -2.6

Each line ends with the natural charge from an NBO analysis.
Geometry (Å):
C 1.39691 2.20582 -0.32016  -0.607
C 0.35692 1.17087 -0.39843  -0.535
C -0.20143 0.78792 1.00152  0.682
O 0.09434 1.44110 2.01791  -0.681
N -0.93659 -0.35070 1.05894  -0.624
C -1.30593 -1.21700 -0.11917  -0.268
C -0.23771 -2.22993 -0.33910  -0.551
S -0.85682 -3.79441 -1.21592  -0.735
H 0.88383 3.22749 -0.06563  0.199
H 2.14076 2.32595 -1.05899  0.207
H 2.09361 2.13806 0.61137  0.219
H -0.45938 1.60537 -0.97633  0.224
H 0.81501 0.20980 -0.69666  0.243
H -1.04985 -0.72201 2.12222  0.407
H -1.50710 -0.58768 -1.04155  0.211
H -2.27297 -1.80305 0.07520  0.228
H 0.46696 -2.56758 0.47235  0.205
H 0.57944 -1.83999 -1.12758  0.176

---

Molecular formula: C4H7NO2
Method: DFT, wB97M-V/def2-TZVPD

Relative energy (zero: lowest compared OMol25 entry of this formula, charge and spin) (eV): 3.104
F_max (eV/Å): 1.04
HOMO-LUMO gap (Ha): 0.3857
SMILES string: C/N=C\OCC=O
Total energy (eV): -9844.176
HOMO energy (eV): -9.8

Each line ends with the natural charge from an NBO analysis.
Geometry (Å):
C -0.10284 -1.30112 -0.74527  -0.468
N 1.31488 -1.04401 -0.59538  -0.482
C 1.75885 -0.07497 0.07529  0.412
O 1.13549 0.97212 0.69311  -0.497
C -0.16301 1.34454 0.27878  -0.182
C -1.28362 0.38510 0.64893  0.401
O -1.34296 -0.17578 1.71796  -0.534
H -0.61997 -1.19928 0.20635  0.222
H -0.55449 -0.71717 -1.56303  0.195
H -0.29799 -2.34769 -0.94501  0.215
H 2.83070 0.00099 0.26193  0.171
H -0.16766 1.61760 -0.78488  0.190
H -0.42136 2.22861 0.86835  0.229
H -2.08603 0.31105 -0.11712  0.127

---

Molecular formula: C3H7FS2
Method: DFT, wB97M-V/def2-TZVPD

Relative energy (zero: lowest compared OMol25 entry of this formula, charge and spin) (eV): 0.683
F_max (eV/Å): 2.28
HOMO-LUMO gap (Ha): 0.3628
SMILES string: FC(CS)CS
Total energy (eV): -27611.719
HOMO energy (eV): -9.3

Each line ends with the natural charge from an NBO analysis.
Geometry (Å):
F -1.29509 0.47143 1.36489  -0.374
C -0.09412 0.21893 0.67771  0.178
C -0.31001 -1.11356 0.03297  -0.598
S 1.10188 -2.04084 -0.41294  0.006
C 0.32912 1.44025 -0.11993  -0.545
S -0.95992 1.99823 -1.36997  -0.052
H 0.65789 0.07987 1.46428  0.171
H -1.10669 -1.05809 -0.70310  0.238
H -0.65110 -1.76865 0.88401  0.247
H 1.12596 -2.63358 0.79928  0.122
H 1.19704 1.05071 -0.71387  0.233
H 0.79321 2.35837 0.35598  0.255
H -0.78816 0.99693 -2.25931  0.120

---

Molecular formula: ClIO2P
Method: DFT, wB97M-V/def2-TZVPD

Relative energy (zero: lowest compared OMol25 entry of this formula, charge and spin) (eV): 0.000
F_max (eV/Å): 4.70
HOMO-LUMO gap (alpha / beta) (Ha): 0.1758 / 0.1898
2S+1: 3
Total energy (eV): -34008.886
Net charge: -1
HOMO energy (alpha / beta) (eV): -1.9 / -5.5

Each line ends with the natural charge from an NBO analysis.
Geometry (Å):
O -0.37246 -1.74584 -0.14269  -1.136
O 1.76343 -0.32714 0.26283  -1.130
P 0.30163 -0.49656 0.34386  1.706
Cl -0.73497 0.39491 1.82963  -0.434
I -0.95762 2.17464 -2.29363  -0.006

---

Molecular formula: C5H4
Method: DFT, wB97M-V/def2-TZVPD

Relative energy (zero: lowest compared OMol25 entry of this formula, charge and spin) (eV): 2.500
F_max (eV/Å): 1.46
HOMO-LUMO gap (Ha): 0.3293
Total energy (eV): -5243.696
HOMO energy (eV): -9.4

Each line ends with the natural charge from an NBO analysis.
Geometry (Å):
C -1.77520 -0.28692 -0.01795  -0.691
C -0.36849 0.06206 0.00591  0.076
C 0.76597 0.46538 0.01615  -0.066
C 2.17311 0.44559 0.02346  -0.667
C 3.32685 1.05606 0.00937  0.281
H -2.04451 -0.91542 0.83641  0.241
H -2.03090 -0.81681 -0.94068  0.242
H -2.34857 0.64013 0.02875  0.244
H 2.30174 -0.65007 0.03858  0.340

---

Molecular formula: C4H8O
Method: DFT, wB97M-V/def2-TZVPD

Relative energy (zero: lowest compared OMol25 entry of this formula, charge and spin) (eV): 4.235
F_max (eV/Å): 1.01
HOMO-LUMO gap (alpha / beta) (Ha): 0.3016 / 0.2988
Total energy (eV): -6320.933
HOMO energy (alpha / beta) (eV): -7.0 / -6.9

Each line ends with the natural charge from an NBO analysis.
Geometry (Å):
C 0.80910 0.78101 0.28076  -0.476
C -0.72226 0.86112 -0.00947  -0.479
C -1.17022 -0.54961 0.27246  0.055
O -0.15790 -1.27131 0.67283  -0.354
C 1.01642 -0.69538 0.51030  0.030
H 1.40429 1.17094 -0.55101  0.225
H 1.08183 1.36652 1.17219  0.211
H -0.92143 1.15653 -1.04634  0.221
H -1.23188 1.59065 0.63244  0.219
H -2.15411 -0.96347 0.42886  0.195
H -0.27793 -1.11834 -1.72632  -0.021
H 1.84523 -1.19713 0.98738  0.189
H 0.47885 -1.13154 -1.62407  -0.014